C31H34N4OPRuS as an isolated structure. Source: the Open Molecules 2025 dataset; level of theory: ωB97M-V/def2-TZVPD.

Geometry as XYZ:
```
73
Properties=species:S:1:pos:R:3:forces:R:3
H -1.26929 -0.29949 2.10108 -0.01 -0.01 0.00
C -4.18684 2.80400 -3.02742 0.01 0.00 -0.02
H -0.34975 -5.70664 -2.01865 0.00 0.00 0.01
H -3.73302 -3.71766 1.35445 0.00 0.00 0.00
C -3.75418 -2.21200 -0.17054 -0.01 -0.04 0.03
C -1.35934 4.76580 1.66839 -0.02 0.01 0.02
H 1.43123 2.45758 1.22253 0.01 0.01 0.00
C -3.49021 2.63575 -4.21931 -0.02 0.00 0.02
P -1.68749 1.26807 -0.28835 0.06 0.12 -0.14
C 0.90689 2.34705 3.31019 -0.02 0.00 -0.02
C 2.12140 -5.04638 -1.54453 0.02 -0.02 0.00
C -2.35284 1.80306 -1.84424 0.00 0.05 0.12
C 3.21930 -4.27945 -1.38574 0.02 -0.05 0.01
H -5.16484 3.26515 -3.02943 0.00 0.00 0.00
H 3.82764 1.12893 -0.05510 0.00 -0.01 -0.01
C 5.79043 -0.87097 -1.92634 -0.01 0.01 0.01
C -1.94670 -0.84873 1.45308 0.05 0.01 0.01
N 1.04123 -4.20133 -1.67253 0.01 0.01 -0.01
C -2.19247 4.58427 2.76991 0.00 -0.03 -0.01
N -0.04168 0.99278 -0.51790 -0.12 -0.10 0.11
H -4.15624 2.54327 -0.90292 0.01 0.00 -0.01
H 1.25742 1.91528 4.24548 0.00 0.00 0.01
C -3.33619 -2.76351 1.03283 -0.01 0.01 -0.03
C -2.37312 -0.29011 0.24194 -0.02 -0.02 -0.03
C -2.85820 3.38084 2.96197 0.01 0.03 0.00
H 2.80757 2.11473 2.29964 0.00 0.00 -0.01
H -2.33153 5.39269 3.47541 0.00 0.00 0.00
C -1.84818 2.52421 0.95827 -0.12 -0.07 -0.01
H 5.16695 -2.81986 -2.59959 -0.01 0.01 0.00
H 4.24748 -4.55218 -1.22372 -0.01 0.01 -0.01
N 3.30480 -0.76548 -0.70444 0.01 0.04 0.08
H -3.60413 -0.53977 -1.50889 0.00 0.00 0.00
C -0.34974 -4.63260 -1.86174 -0.04 -0.01 -0.01
H -3.51677 3.25269 3.81016 0.00 0.00 0.00
H 0.89462 -2.05802 2.03213 0.00 0.00 -0.01
H -2.13073 -2.51021 2.79355 0.00 0.00 0.00
C 2.02020 -0.40393 2.85336 -0.02 0.04 -0.02
C 4.91054 -1.94021 -2.02575 0.02 0.00 0.00
H 1.35591 -0.23237 3.69778 0.01 -0.01 0.01
H 6.07139 1.10332 -1.09937 0.00 0.00 0.00
H -4.47318 -2.73441 -0.78742 0.00 0.00 0.00
C 1.74393 1.93700 2.12611 0.00 0.01 0.02
N 2.79895 -2.95816 -1.42362 -0.06 0.01 0.00
C -2.43029 -2.08467 1.84463 0.01 -0.01 0.01
C 3.68900 -1.84627 -1.39152 0.02 -0.01 -0.02
H 2.63455 -2.04690 1.57616 0.00 0.00 -0.02
C 1.91280 -1.82685 2.36603 0.00 -0.01 0.03
H -0.86113 5.71358 1.51563 0.00 0.00 0.00
C -3.61980 2.39417 -1.83366 -0.02 0.01 0.03
H 0.97964 3.43070 3.41046 0.01 0.00 0.00
H 6.75424 -0.91657 -2.41599 0.00 0.00 0.00
H -1.68782 1.94657 -5.15640 0.00 0.00 0.00
C 1.45380 -2.93523 -1.59615 0.04 0.02 -0.01
H 3.03901 -0.14180 3.14390 0.01 -0.01 0.00
H -0.56750 3.89337 -0.12014 -0.02 0.01 0.00
C -2.69034 2.34326 2.05653 -0.01 -0.02 0.01
C -3.27083 -0.97436 -0.57474 0.01 0.04 0.00
H -0.65865 1.20494 -3.03946 0.01 0.00 0.00
H 2.01442 -6.11761 -1.56796 0.00 0.00 0.00
C 4.16516 0.26811 -0.62120 0.03 0.01 0.01
H -3.93360 2.96643 -5.14900 0.00 0.00 0.00
C -2.22700 2.05889 -4.22579 0.02 -0.01 0.00
H -0.14491 2.10081 3.15646 0.02 -0.01 0.02
S 0.40104 -1.56272 -1.76496 0.00 -0.04 -0.05
Ru 1.24557 -0.21742 -0.16812 -0.01 0.05 0.06
H -0.93225 -4.38815 -0.97572 0.00 0.02 0.00
C -1.65113 1.63808 -3.03758 0.00 -0.04 -0.02
H 2.13338 -2.50391 3.19211 0.00 0.00 -0.01
C -1.19044 3.74178 0.75521 0.05 0.01 -0.04
O 1.60899 0.50837 1.78946 0.06 -0.04 -0.09
H -3.22172 1.41125 2.20248 -0.01 0.03 -0.01
H -0.76951 -4.14291 -2.73686 0.00 0.00 0.00
C 5.41407 0.25207 -1.20453 0.01 -0.02 -0.01
```
Positions in Å, forces in eV/Å.

Computed properties:
- HOMO level (spin up / spin down) (eV) = -16.68 / -16.68
- ⟨S²⟩ = 6.0242
- 2S+1 = 5
- DFT total energy (eV) = -63387.10530
- total charge = +3
- frontier orbital gap (spin up / spin down) (Ha) = 0.2792 / 0.2169
- energy relative to the best compared isomer or geometry (same formula, charge and spin) (kcal per mole) = 0.0
- LUMO (spin up / spin down) (eV) = -9.0843 / -10.7790

***

The molecule C3H6N2O2. Source: the Open Molecules 2025 dataset; level of theory: ωB97M-V/def2-TZVPD.

Geometry as XYZ:
```
13
Properties=species:S:1:pos:R:3:forces:R:3
C 1.58371 0.51661 0.01883 0.06 0.07 -0.19
N 1.21679 0.40389 -1.18811 0.10 0.06 0.41
H -2.12736 0.68263 -1.15353 -0.12 -0.15 0.07
H 2.27483 1.26258 0.41619 0.10 -0.13 -0.13
O -1.55633 0.91221 1.24414 0.05 -0.27 -0.25
O 1.16184 -0.25752 1.02689 0.03 0.16 0.10
N -1.65072 -0.13088 -0.78608 0.02 0.13 0.03
C -0.08602 -0.94342 0.91456 -0.09 -0.12 0.02
C -1.17422 0.04599 0.48255 -0.08 0.16 0.05
H -0.30219 -1.25933 1.93664 -0.04 -0.02 -0.19
H -0.01983 -1.82327 0.26523 0.10 0.23 -0.04
H 1.66518 1.12862 -1.74588 -0.04 -0.16 0.03
H -0.98568 -0.53810 -1.43143 -0.09 0.05 0.09
```
Positions in Å, forces in eV/Å.

Computed properties:
- HOMO level (eV) = -9.82
- SMILES string = [H]/N=C/OCC(N)=O
- DFT total energy (eV) = -10283.31338
- total charge = 0
- frontier orbital gap (Ha) = 0.3940
- energy relative to the best compared isomer or geometry (same formula, charge and spin) (kcal per mole) = 34.2
- LUMO (eV) = 0.9058

***

A 2-piece molecular cluster, C19H32N5O6S2 overall at a distorted geometry. Source: the Open Molecules 2025 dataset; level of theory: ωB97M-V/def2-TZVPD.

Geometry as XYZ:
```
64
Properties=species:S:1:pos:R:3:forces:R:3
H 5.23535 -2.09905 0.15924 0.01 -0.01 0.20
H -3.60366 0.76914 2.52556 0.08 0.01 -0.12
H -1.33058 0.26141 -4.58626 -0.02 0.28 0.38
H 5.96703 -4.92199 4.58834 -0.11 -0.05 -0.03
C 1.53561 0.76393 -0.28547 -0.52 -0.41 -0.25
N 0.95184 -0.22502 -0.99545 1.00 0.35 1.38
O 4.21005 -2.67961 4.21098 -0.15 0.20 -0.40
H 4.85789 -3.31574 -2.08161 0.13 0.08 -0.12
H 4.29254 -5.48510 4.73550 0.11 0.00 0.00
S -1.31513 0.45790 -3.24688 -0.51 0.32 -0.05
H -2.58142 6.98982 -3.59272 -0.08 0.04 0.10
N 2.19172 0.21988 0.76170 -0.80 -0.28 -0.97
H -6.05861 -1.38382 0.98439 0.02 -0.01 0.05
N -3.87001 1.41663 -1.62733 -0.26 -0.01 0.19
H -2.85166 2.21706 -3.95006 0.09 -0.16 0.10
H 0.87697 -2.41457 -0.67027 0.01 0.48 -0.23
O -4.97932 -1.12096 -0.99782 -0.27 0.96 1.49
C -4.16401 1.00713 -0.22784 0.02 1.21 -0.01
C 5.14511 -4.07624 -1.35841 -0.02 0.02 0.10
H -4.72332 1.70020 -2.11632 0.40 -0.07 0.21
O -5.59986 -0.53567 1.09690 0.59 0.69 -0.63
C 3.98303 -2.32920 1.87738 -0.13 -0.30 -0.85
H -3.34456 2.44170 1.98878 0.07 -0.15 0.02
C -2.80147 0.94631 0.50817 0.13 -0.41 0.62
H 0.29495 -0.09245 -1.76877 0.11 0.33 -0.15
H -1.33294 2.88712 -3.34372 -0.15 -0.12 0.05
H 2.65604 0.72642 1.50783 -0.09 -0.01 -0.28
H -3.36538 8.01674 -2.37339 0.06 -0.14 -0.01
C 2.45676 -2.14828 1.75838 -0.10 0.31 0.14
H -2.08929 -0.82761 -0.52729 -0.04 -0.02 0.10
O -2.24016 4.84331 -1.99532 -0.58 -1.72 0.61
C 1.23717 -1.43206 -0.37945 0.39 0.43 0.61
H -1.96026 1.43616 2.45013 -0.10 -0.03 -0.01
H -4.17324 6.54031 -2.93581 0.15 0.09 0.05
H 2.06777 -1.82490 2.72655 0.13 -0.06 0.11
H -3.14011 6.21080 -0.68210 0.09 -0.34 -0.18
C 4.31846 -3.20075 3.10738 0.17 -0.03 1.06
C 2.00138 -1.15067 0.71975 -0.05 -1.26 0.07
H -1.57258 6.68644 -1.33070 0.07 -0.56 -0.13
H 1.99820 -3.11689 1.54803 0.01 0.14 -0.17
H -4.77881 1.79105 0.22803 0.09 -0.03 0.33
H 5.41641 -6.32778 3.64671 -0.09 0.26 -0.12
H 4.40434 -1.35528 2.12565 0.23 -0.09 -0.03
C 4.37298 -3.87941 -0.07544 -0.35 -1.19 -0.82
H 1.40917 1.82770 -0.47708 0.16 -0.44 0.00
H 4.66504 -4.85545 2.01781 -0.11 -0.04 0.26
C 5.12521 -5.35273 4.04150 -0.21 0.45 0.17
N 4.56825 -2.72993 0.57600 0.37 1.30 0.88
C -4.96516 -0.31596 -0.07892 0.64 -1.05 -2.28
C -3.22547 3.91686 -1.78286 -2.10 0.69 0.26
O -4.41308 4.17619 -1.59318 2.42 -0.13 -0.19
C -2.10225 2.13181 -3.15646 0.41 0.18 -0.29
C -2.14919 -0.44587 0.49636 -0.24 -0.03 -0.31
C -2.79385 2.41559 -1.80893 0.08 -1.08 0.06
C -3.20282 6.98297 -2.69221 -0.04 -0.26 -0.07
H 6.21342 -4.01204 -1.15741 0.08 0.09 -0.13
H -2.71986 -1.15779 1.10062 0.01 0.09 -0.03
N 4.72767 -4.46368 2.94871 0.24 -0.44 -0.92
C -2.51685 6.19361 -1.58388 -0.68 1.12 -0.07
O 3.61476 -4.74948 0.32501 -0.31 0.01 0.34
C -2.93712 1.42615 1.95823 -0.07 0.23 -0.08
H -1.14006 -0.39347 0.91231 -0.06 0.05 0.04
S -1.66882 2.08189 -0.39014 -0.36 0.36 -0.18
H 4.91577 -5.06277 -1.76242 -0.01 0.18 0.12
```
Positions in Å, forces in eV/Å.

Computed properties:
- HOMO level (eV) = -11.78
- DFT total energy (eV) = -61624.32653
- total charge = +1
- frontier orbital gap (Ha) = 0.3344
- LUMO (eV) = -2.6843